No. 1
A 12-piece molecular cluster, C19H60NO17PSSi overall. Source: OMol25; level of theory: ωB97M-V/def2-TZVPD.

Geometry as XYZ:
```
100
Properties=species:S:1:pos:R:3:forces:R:3
C 3.635132 0.033829 1.543135 0.03 0.22 0.24
Si 2.831407 1.623100 1.022933 0.33 -0.57 -0.39
C 4.060932 3.022449 1.212504 -0.21 -0.27 0.21
C 2.313860 1.474286 -0.773500 0.10 0.36 0.33
O 1.463687 1.763117 1.987524 0.25 0.34 0.34
C 0.722389 2.941597 2.086768 -0.44 -0.34 -0.14
C -0.175421 3.142111 0.863437 0.22 0.18 0.12
C -1.241830 2.091498 0.581531 0.16 -0.39 0.00
N -2.054372 2.528157 -0.547932 -0.03 0.06 0.21
C -2.917193 3.374705 -0.523650 0.54 -0.47 0.11
S -4.007104 4.463237 -0.494712 -0.57 0.52 -0.15
O -0.549496 0.904010 0.229260 -0.28 0.52 -0.29
C -1.187291 -0.095532 -0.470315 -0.01 -0.29 -0.05
O -0.867789 -0.374401 -1.579608 -0.08 0.22 0.17
P -2.397258 1.658602 1.966437 -0.43 -0.09 -0.61
O -3.633549 1.059031 1.467448 -0.36 -0.27 -0.10
O -1.575917 0.663953 2.890164 0.14 -0.01 0.28
O -2.687530 2.969808 2.793016 0.17 0.43 0.09
H 3.671768 -0.019294 2.632196 -0.05 -0.13 0.06
H 4.668849 0.032326 1.196375 0.05 -0.08 -0.15
H 3.106516 -0.828758 1.147844 -0.04 -0.10 0.05
H 4.957203 2.617060 1.682873 0.06 -0.01 0.09
H 4.352392 3.354752 0.218415 0.03 0.25 0.05
H 3.745231 3.870240 1.818536 -0.08 0.14 -0.09
H 2.881652 0.670865 -1.238016 0.03 -0.01 -0.18
H 2.518013 2.410735 -1.293346 0.01 0.00 -0.23
H 1.252645 1.252037 -0.829974 0.14 -0.15 -0.21
H 0.138923 2.870337 3.013539 -0.07 0.03 0.04
H 1.333486 3.843469 2.186946 0.20 -0.04 -0.03
H -0.636333 4.129512 0.919126 -0.18 0.02 -0.03
H 0.464518 3.122900 -0.018764 -0.04 0.21 -0.08
H -1.941880 -0.643981 0.104121 -0.16 0.10 0.01
H -2.241515 0.072352 3.279512 0.20 -0.23 0.07
H -1.901471 3.459277 3.069756 -0.04 0.01 0.11
C -0.038241 -2.498421 1.592978 0.08 0.45 0.14
O 0.551718 -1.266466 1.179297 -0.02 -0.29 -0.11
H 0.472269 -3.310797 1.090630 0.01 0.00 -0.04
H 0.058867 -2.622500 2.673973 -0.06 -0.16 -0.01
H -1.097881 -2.525891 1.316447 -0.04 -0.19 0.01
H 0.110280 -0.532111 1.619848 0.27 -0.05 0.19
C -1.781950 0.763653 -4.568336 -0.16 -0.03 -0.06
O -1.253237 2.084860 -4.482584 -2.84 0.04 0.11
H -1.267712 0.273199 -5.392489 0.03 -0.02 0.02
H -1.599666 0.207448 -3.649927 0.01 -0.06 -0.03
H -2.855256 0.772570 -4.780599 0.05 -0.01 -0.02
H -1.684699 2.529516 -3.748012 -0.14 0.10 0.07
C 0.866890 -6.581251 1.683647 -0.07 0.02 -0.03
O -0.148781 -5.620832 1.434770 -0.07 -0.13 0.10
H 1.818157 -6.053463 1.665779 0.02 -0.01 0.00
H 0.746966 -7.053910 2.662373 0.02 0.01 0.01
H 0.881316 -7.359463 0.915879 0.02 0.01 -0.01
H -0.994914 -6.081193 1.441260 -0.02 0.01 -0.15
C -2.454089 -2.385564 4.294405 0.20 0.39 0.17
O -1.263013 -2.151413 5.046470 -0.09 -0.17 -0.02
H -2.614467 -3.457224 4.277328 -0.10 0.00 -0.09
H -3.316670 -1.904649 4.765897 -0.07 -0.08 -0.02
H -2.349242 -2.023238 3.267691 -0.05 -0.11 -0.10
H -1.083626 -1.208251 5.078934 0.05 0.00 0.03
C 6.732186 5.300843 -0.844344 -0.08 -0.05 -0.04
O 5.618072 4.501274 -1.198549 0.09 0.15 -0.10
H 7.258030 4.787213 -0.041776 0.02 0.01 0.01
H 7.420490 5.432437 -1.684239 0.03 -0.01 0.01
H 6.426631 6.288360 -0.484159 0.02 0.00 0.03
H 5.142994 4.948478 -1.910193 -0.15 -0.03 -0.16
C 2.835284 5.311941 -4.171155 0.03 0.03 0.04
O 3.936808 5.826262 -3.417335 0.10 0.05 0.12
H 2.897958 4.231619 -4.125535 0.00 -0.02 -0.01
H 1.878103 5.625170 -3.750836 0.00 -0.03 0.00
H 2.886038 5.619710 -5.215940 0.00 -0.02 -0.01
H 3.903583 6.785591 -3.445813 0.01 0.01 -0.01
C -2.945314 -6.099638 -1.289641 0.02 -0.04 0.01
O -2.585424 -7.190187 -0.447942 0.03 0.06 0.05
H -2.707733 -5.187799 -0.747437 -0.01 0.02 -0.01
H -2.378601 -6.107093 -2.223857 0.02 0.02 0.00
H -4.013591 -6.103598 -1.519441 -0.01 0.02 0.02
H -2.784115 -8.008326 -0.909797 0.01 -0.02 0.02
C -5.309849 -1.191316 -1.182031 0.04 -0.03 0.08
O -4.795827 -1.627877 0.066962 0.10 -0.02 -0.11
H -5.719701 -2.065883 -1.682777 -0.01 0.00 -0.02
H -6.107691 -0.454451 -1.055402 0.00 0.00 -0.02
H -4.527708 -0.762054 -1.816300 -0.01 0.00 -0.02
H -4.431907 -0.858570 0.514508 -0.03 0.23 0.19
C 1.146945 -1.682358 -3.185082 0.07 0.06 -0.04
O 1.676176 -0.413134 -3.543301 -0.04 -0.15 -0.05
H 1.692587 -2.428066 -3.759378 0.04 -0.01 -0.02
H 1.279245 -1.888524 -2.118843 -0.02 -0.02 -0.02
H 0.082962 -1.758752 -3.426268 0.06 -0.05 0.01
H 1.210875 0.258540 -3.034308 0.00 -0.04 0.08
C 1.087106 2.224728 -4.962702 1.35 0.02 0.49
O 0.766661 3.512928 -5.476433 0.04 0.10 -0.09
H 2.062555 2.325233 -4.492057 0.27 -0.07 -0.19
H 0.363363 1.907607 -4.207356 1.41 0.09 -0.39
H 1.161313 1.462889 -5.740191 -0.02 -0.01 -0.09
H -0.104082 3.468911 -5.880103 -0.06 -0.12 0.14
C -3.486872 -5.050452 7.179272 0.02 0.01 -0.05
O -2.860725 -5.196937 5.912294 0.08 0.01 0.11
H -4.468286 -5.512745 7.104703 -0.01 0.00 0.01
H -2.923292 -5.551425 7.970664 -0.01 -0.01 0.01
H -3.613950 -3.997876 7.448165 -0.02 0.00 0.01
H -1.989767 -4.790435 5.969291 0.02 -0.02 -0.03
```
Forces are in eV/Å.

Calculated values
* SMILES: C[Si](C)(C)OCC[C@@](N=C=S)(OC=O)P(=O)(O)O.CO.CO.CO.CO.CO.CO.CO.CO.CO.CO.CO
* HOMO energy: -0.336 hartree
* E: -84973.5602 eV
* Kohn-Sham gap: 8.9 eV

---

No. 2
A 11-piece molecular cluster, C19H62N16O13 overall. Source: OMol25; level of theory: ωB97M-V/def2-TZVPD.

Geometry as XYZ:
```
110
Properties=species:S:1:pos:R:3:forces:R:3
C -4.352324 -7.436526 3.382708 1.23 -0.89 0.30
C -4.988292 -6.864615 2.142218 0.78 0.27 1.15
C -4.626306 -7.642877 0.871991 1.49 1.36 0.00
O -3.197913 -7.490639 0.629389 -0.96 0.04 0.02
C -2.772665 -6.226154 0.105549 1.14 -0.50 0.02
N -6.385482 -6.895476 2.357335 -2.46 0.09 -0.91
H -4.776802 -8.434507 3.492056 0.61 -0.53 -0.11
H -4.552716 -7.025233 4.372033 -0.52 0.95 -0.33
H -3.265369 -7.403904 3.308050 0.12 -0.62 -0.06
H -4.616051 -5.845107 2.041554 -0.22 0.26 -0.36
H -5.144884 -7.232992 0.005295 -0.34 0.04 0.05
H -4.860335 -8.704955 0.945006 0.24 -0.06 0.15
H -2.023250 -6.447742 -0.654313 -0.48 -0.13 -0.66
H -2.115939 -5.682210 0.784473 -0.48 0.09 0.86
H -3.526240 -5.530936 -0.264449 -0.32 -0.40 -0.03
H -6.697423 -7.847742 2.230862 -0.30 -0.18 -0.24
H -6.702112 -6.674116 3.290525 0.44 0.34 0.14
C -0.102157 -3.778616 3.550679 0.89 -0.88 0.04
C 0.939895 -2.688244 3.172058 -0.29 -3.25 -1.47
C 0.957376 -2.456969 1.709503 1.06 0.78 -2.03
O 1.720139 -3.434944 0.957478 -1.12 -0.41 -0.16
C 1.550176 -3.236626 -0.454669 -0.43 -0.32 0.48
N 0.623380 -1.508828 3.808186 -0.08 2.58 1.72
H 0.113914 -4.200624 4.532170 0.14 0.04 0.17
H -0.102102 -4.627404 2.866826 0.09 -0.03 -0.16
H -1.128659 -3.419419 3.624012 0.05 0.48 -0.30
H 1.984777 -2.986237 3.258740 0.05 -0.32 1.26
H 1.548720 -1.564201 1.506087 -0.39 0.69 0.32
H -0.058990 -2.270068 1.362840 -0.25 -0.38 -0.61
H 1.769503 -2.201863 -0.717889 0.08 0.05 -0.16
H 0.540436 -3.495140 -0.773548 -0.44 0.36 0.22
H 2.132596 -3.935002 -1.055621 0.65 0.12 0.55
H 0.545276 -1.703277 4.796212 0.17 0.26 0.36
H -0.318677 -1.241582 3.560758 -0.24 0.35 -0.23
C -3.822972 0.380804 3.547573 -1.43 0.27 -0.37
C -4.563451 -0.331086 2.402574 1.56 0.15 0.67
O -3.834345 -1.498245 2.109770 -0.78 -1.42 -0.34
O -2.508972 0.710825 3.163138 0.21 -0.21 0.54
H -3.799537 -0.200970 4.469029 0.42 -0.53 -0.31
H -4.458794 1.212661 3.850655 0.24 0.81 -0.16
H -4.594555 0.317974 1.527437 -0.07 0.31 -0.11
H -5.591591 -0.585547 2.660014 0.12 -0.23 0.11
H -2.915053 -1.352398 1.874778 -0.08 0.64 0.10
H -2.503570 1.287299 2.395511 -0.17 0.31 -0.22
C -1.344589 -0.193298 10.154448 -2.91 -0.64 -1.05
C -2.084997 -0.856006 8.942511 0.36 0.86 -0.99
O -1.333465 -1.834336 8.313996 1.56 -1.61 -0.49
O -1.562062 -1.017028 11.296923 0.79 0.39 -0.02
H -1.914325 0.724725 10.298441 0.21 0.18 0.49
H -0.320150 0.078491 9.899979 0.10 -0.42 0.12
H -2.243130 -0.161579 8.117364 0.11 0.82 0.28
H -3.063129 -1.332069 9.011272 -0.41 0.65 1.52
H -1.488862 -2.676263 8.748288 0.12 -0.09 -0.03
H -0.918239 -1.728009 11.257047 0.08 -0.12 0.14
C -9.242795 -3.909933 -0.653036 0.31 1.16 -0.36
O -9.739489 -4.978391 -0.796888 -1.64 -2.49 -0.56
N -9.624839 -2.806056 -1.359378 -0.54 0.25 -0.57
N -8.200577 -3.732747 0.141576 2.41 0.98 2.08
H -10.471960 -3.014424 -1.868375 0.08 0.58 0.02
H -9.432090 -1.871885 -1.027295 -0.21 -0.17 -0.10
H -7.929080 -4.447350 0.801668 -0.21 -0.14 -0.34
H -7.835763 -2.812239 0.340804 -0.11 -0.16 -0.12
C -8.353225 2.112019 -0.406975 0.14 -3.02 -1.34
O -8.258353 0.982161 -0.032779 0.47 -3.01 2.91
N -7.782533 3.164946 0.098837 1.21 3.34 1.85
N -8.907485 2.262291 -1.573657 -2.03 2.79 -4.12
H -8.002257 4.038797 -0.357458 0.16 0.07 0.57
H -7.623746 3.175959 1.096216 0.08 0.04 -0.23
H -8.896716 3.194423 -1.962375 -0.35 -0.30 -0.37
H -9.271000 1.534185 -2.171834 0.34 -0.06 0.68
C -4.173173 -1.307450 -3.036260 -1.06 0.16 -0.55
O -3.613190 -2.197030 -3.601331 1.48 -1.92 -0.82
N -4.008660 -0.040830 -3.306251 2.49 4.26 -1.86
N -5.222029 -1.443166 -2.266523 -2.68 -2.12 2.70
H -3.294869 0.135703 -3.998674 0.00 0.26 0.28
H -4.342336 0.758943 -2.787478 -0.02 -0.53 -0.03
H -5.599386 -0.697801 -1.698940 -0.01 -0.43 -0.16
H -5.493999 -2.406454 -2.131624 -0.24 0.31 0.51
C -7.875265 -0.163984 6.756903 -3.04 6.09 0.86
O -8.551036 0.881475 6.728612 0.35 -0.99 -0.19
N -7.775635 -1.051924 5.869624 -1.26 -3.83 -6.25
N -7.097130 -0.521234 7.693317 4.15 -1.07 6.23
H -7.053466 -1.747592 5.990438 -0.74 -0.08 -1.06
H -8.505415 -1.040027 5.171500 0.56 -0.55 -0.33
H -6.896895 0.013927 8.526143 -0.27 -0.09 -0.31
H -6.814511 -1.489649 7.644329 0.28 0.53 1.03
C -3.065737 4.569160 0.849107 2.77 -5.09 0.73
O -2.414200 3.534866 0.641816 0.19 -0.31 -0.54
N -3.325280 4.874939 2.069681 -0.01 0.35 5.07
N -3.522621 5.318976 -0.043681 -2.53 3.78 -4.45
H -2.762764 4.242719 2.621017 -0.38 0.47 0.93
H -3.926019 5.567973 2.492662 0.30 -0.14 -0.38
H -3.699974 4.880323 -0.935997 0.00 0.65 -0.03
H -4.061856 6.076729 0.350199 -0.27 0.12 -1.18
C 2.471568 3.064237 -0.058659 -0.31 1.32 -2.40
O 2.177357 3.593397 -1.121456 -0.26 -0.08 -0.33
N 3.676451 2.705380 0.280318 3.74 -0.75 0.36
N 1.652869 2.787017 0.912274 -3.76 -0.42 2.18
H 4.425827 2.848489 -0.381543 0.01 -0.11 0.58
H 3.760404 2.341006 1.218555 1.03 -0.04 -0.62
H 1.980755 2.450567 1.806358 -0.61 0.03 -0.30
H 0.669818 2.854780 0.690627 0.05 0.07 0.53
C -1.016870 4.881179 6.239907 -1.35 -0.79 -0.55
O -0.251193 4.624054 5.329217 0.50 0.28 0.30
N -1.901100 3.974409 6.704527 -0.22 -2.27 -0.39
N -1.247945 6.062678 6.787232 1.14 3.56 0.58
H -2.591460 4.068655 7.435714 0.42 0.08 -0.29
H -1.770783 3.112319 6.194694 -0.55 -0.25 0.49
H -1.964359 6.323693 7.449593 0.21 -0.58 -0.22
H -0.596607 6.794804 6.542600 -0.19 -0.05 0.04
```
Forces are in eV/Å.

Calculated values
* SMILES: COC[C@H](C)N.COC[C@H](C)N.NC(N)=O.NC(N)=O.NC(N)=O.NC(N)=O.NC(N)=O.NC(N)=O.NC(N)=O.OCCO.OCCO
* HOMO energy: -0.335 hartree
* E: -71166.5267 eV
* Kohn-Sham gap: 8.8 eV

---

No. 3
A 12-piece molecular cluster, C19H62N2O12 overall. Source: OMol25; level of theory: ωB97M-V/def2-TZVPD.

Geometry as XYZ:
```
95
Properties=species:S:1:pos:R:3:forces:R:3
C 1.748851 3.756995 -1.325271 0.59 -0.01 -2.18
C 2.121646 2.367616 -1.997978 0.22 0.70 0.62
O 3.504263 2.023658 -1.938184 0.23 2.32 -1.24
H 0.715064 4.079229 -1.459862 -0.10 -0.52 -0.38
H 2.327194 4.646599 -1.692946 -0.05 -1.10 0.24
H 1.856346 3.663537 -0.288162 0.52 0.02 1.56
H 1.711284 2.243560 -3.003385 0.25 0.41 -0.06
H 1.735880 1.564286 -1.420225 -1.57 -0.45 0.64
H 3.591586 1.192018 -1.500829 0.17 -0.85 0.69
C -2.509052 -2.631370 2.047701 -0.97 -2.39 1.36
C -3.983453 -3.035687 2.140409 1.67 -2.94 0.14
O -4.494491 -3.163179 0.855684 -0.67 -0.10 -1.47
H -1.898941 -3.115196 2.852545 -0.49 0.94 -0.66
H -2.466706 -1.627955 1.925805 0.57 3.49 0.89
H -2.118004 -2.865226 1.096398 0.39 -1.37 -1.14
H -4.643832 -2.398044 2.674456 -0.12 0.69 1.15
H -3.963821 -4.103350 2.543469 -0.32 1.33 0.34
H -5.327890 -3.626609 0.963533 -0.18 0.03 -0.40
C 1.161728 -0.116299 3.960690 -1.77 -2.32 -3.74
C -0.358580 -0.167201 4.148581 1.27 0.27 0.90
O -0.446898 -0.309404 5.564371 0.29 0.34 0.03
H 1.615572 -0.984737 4.404171 0.06 -0.38 0.54
H 1.611918 0.729515 4.328580 0.91 2.10 0.72
H 1.350825 -0.272278 2.849433 0.18 0.71 1.31
H -0.820335 -1.013020 3.675661 0.07 -0.76 -0.42
H -0.923859 0.692300 3.776991 0.43 0.37 0.14
H -1.335288 -0.535627 5.752871 -1.40 -0.27 0.66
C -3.498854 -0.407153 -0.205425 -0.78 0.10 -1.15
C -3.223101 0.997215 0.153320 0.96 0.62 0.72
O -4.339884 1.842620 0.212104 -1.70 -1.70 -0.57
H -2.646036 -1.049663 -0.061927 0.29 -0.05 0.28
H -3.673152 -0.451487 -1.289309 -0.43 -0.24 0.26
H -4.356066 -0.751502 0.363044 -0.06 -0.34 -0.14
H -2.514499 1.439709 -0.507930 0.77 0.21 -0.98
H -2.742807 1.076688 1.106613 0.48 -0.34 1.07
H -3.976416 2.684229 0.343452 0.38 2.03 0.28
C -1.005692 1.923621 -3.145852 0.07 2.85 0.30
C -2.462197 2.035367 -3.489073 -0.26 1.37 1.26
O -2.787805 1.216248 -4.502179 -1.00 -2.24 -2.51
H -0.694538 2.862042 -2.578395 -0.25 -1.36 -0.26
H -0.468944 1.986994 -4.083725 0.37 -0.39 -0.16
H -0.853880 1.025645 -2.605140 0.62 -0.88 0.46
H -2.731078 3.047721 -3.845596 0.09 -0.10 0.78
H -3.078793 1.657370 -2.669138 -0.02 1.15 0.73
H -3.027888 0.388494 -4.068173 0.31 -0.44 -0.77
C 3.850922 -2.663772 -0.378270 1.01 -1.32 1.93
C 4.036279 -1.263622 0.204397 -2.20 -2.28 -0.26
O 3.804824 -0.375661 -0.801106 0.52 2.01 -1.03
H 2.821612 -2.874018 -0.716348 0.49 0.50 0.06
H 4.043829 -3.368313 0.488880 -0.12 0.37 -1.11
H 4.562034 -2.876658 -1.171728 0.02 -0.10 -0.13
H 4.935135 -1.035131 0.716069 1.19 -0.25 0.34
H 3.214946 -1.220546 0.905896 -0.19 0.38 0.85
H 3.405411 -0.846191 -1.539283 -0.57 0.07 -0.40
C -0.797919 3.785345 0.951136 -1.23 1.57 0.32
C -0.249973 4.238770 2.271342 0.49 0.14 0.56
O -0.272380 3.195399 3.262864 1.22 0.08 0.45
H -0.868964 4.522618 0.155095 0.04 0.78 0.47
H -1.770930 3.366216 1.021961 -1.27 -0.06 0.66
H -0.339497 3.039555 0.444606 2.42 -2.54 -0.96
H -0.882552 4.980422 2.702714 -0.64 1.05 -0.16
H 0.751683 4.705452 2.210824 -0.21 -0.45 -0.28
H 0.286811 3.522771 4.014512 -0.88 -0.60 -0.99
C -1.300912 -2.369887 -3.284273 -5.88 5.34 -1.02
O -2.126318 -1.283385 -3.399858 4.02 -4.42 0.53
N -0.530743 -2.510982 -2.251862 2.05 -0.52 1.57
N -1.424020 -3.335596 -4.166941 0.16 -1.26 -1.46
H -0.458630 -1.772100 -1.577117 -0.33 0.46 0.54
H 0.091939 -3.285557 -2.074001 -0.36 -0.22 -0.42
H -2.017657 -3.176217 -4.943602 -0.55 0.41 -0.38
H -1.133124 -4.283503 -4.074257 0.49 -0.24 0.44
C 3.138098 2.204623 1.827468 -1.56 1.00 -0.13
O 3.765074 0.961078 2.082743 -0.91 1.15 1.68
H 2.291104 2.147593 1.113695 0.63 -0.54 -0.39
H 3.862304 2.925682 1.365553 -0.69 -0.19 0.96
H 2.465206 2.553400 2.678675 1.86 -0.19 -0.30
H 3.982282 0.671046 1.229713 0.66 -0.83 -1.70
C 2.060225 -0.521603 -3.835611 0.24 0.70 -3.78
O 2.110899 -1.151129 -2.654783 2.96 -0.48 2.84
H 2.137763 -1.302388 -4.683064 -0.07 1.37 0.78
H 2.901793 0.249140 -3.959722 -1.25 -1.16 0.39
H 1.082294 -0.050974 -3.854604 -0.06 0.59 -0.89
H 1.364411 -1.674340 -2.496946 -1.81 -0.93 0.19
C 0.882175 -3.776091 1.251309 -2.45 -0.98 0.07
O 0.550896 -2.630684 1.999739 0.19 0.22 -0.34
H 1.802402 -4.140761 1.565283 1.69 -1.03 0.63
H 1.007422 -3.543520 0.212264 -0.32 0.30 -0.55
H 0.054062 -4.541864 1.396018 1.09 0.60 -0.46
H 0.746828 -2.888982 2.893003 0.00 0.47 0.80
C 0.035669 0.194083 0.465786 -0.60 0.90 0.52
O 0.060428 -1.093583 -0.113924 -0.19 2.20 -2.28
H -0.669151 0.130274 1.307903 0.22 0.51 -0.09
H -0.292152 0.962218 -0.231718 -0.35 -0.40 -0.30
H 0.996140 0.581972 0.819814 0.16 -0.62 0.04
H 0.352647 -1.598890 0.588582 0.85 -2.09 2.32
```
Forces are in eV/Å.

Calculated values
* SMILES: NC(N)=O.CCO.CCO.CCO.CCO.CCO.CCO.CCO.CO.CO.CO.CO
* HOMO energy: -0.332 hartree
* E: -48252.1567 eV
* Kohn-Sham gap: 9.1 eV